Record 1
Here is C40H37BCl2N9O2S2Sc as an isolated structure from the OMol25 dataset. Energies are from ωB97M-V/def2-TZVPD.

```
! RIJCOSX wB97M-V def2-TZVPD def2/J DEFGRID3
* xyz -2 1
Sc 0.195 0.139 0.299
C -2.158 0.211 -4.788
C -1.149 0.772 -3.974
N -0.865 -0.022 -2.955
N -1.671 -1.098 -3.079
C -2.459 -0.987 -4.172
B -1.610 -2.304 -2.107
N -2.313 -1.998 -0.758
C -3.426 -2.589 -0.309
C -3.694 -2.130 0.967
C -2.660 -1.228 1.239
N -1.826 -1.155 0.200
N -0.156 -2.713 -1.844
C 0.383 -3.928 -2.063
C 1.747 -3.829 -1.890
C 1.947 -2.484 -1.549
N 0.801 -1.818 -1.517
H -2.595 0.619 -5.687
H -0.624 1.714 -4.061
H -3.161 -1.767 -4.430
H -2.203 -3.222 -2.630
H -3.948 -3.297 -0.933
H -4.511 -2.404 1.613
H -2.454 -0.648 2.126
H -0.241 -4.766 -2.335
H 2.485 -4.611 -1.967
H 2.869 -1.977 -1.314
S -1.623 1.804 2.054
C -1.141 1.995 3.732
C -1.373 3.210 4.390
C -1.022 3.413 5.722
C -0.402 2.380 6.420
C -0.148 1.174 5.779
C -0.515 0.937 4.441
S -0.076 -0.538 3.626
H -1.849 4.007 3.827
H -1.224 4.364 6.203
H -0.104 2.519 7.454
H 0.366 0.376 6.305
C 3.064 -3.730 2.071
C 3.691 -2.550 1.690
C 2.930 -1.465 1.259
C 1.536 -1.481 1.199
C 0.942 -2.689 1.594
C 1.673 -3.790 2.014
H 3.643 -4.581 2.415
H 4.774 -2.471 1.717
H 3.484 -0.592 0.929
H -0.142 -2.780 1.585
H 1.154 -4.698 2.308
Cl 6.179 4.440 0.504
C 4.716 4.303 1.459
C 4.334 5.428 2.178
C 3.206 5.405 2.976
C 2.450 4.241 3.048
C 2.835 3.134 2.325
Cl 1.869 1.706 2.468
C 3.983 3.111 1.503
N 4.286 1.909 0.896
C 5.044 1.663 -0.292
C 6.220 0.936 -0.174
C 6.943 0.572 -1.300
C 6.471 0.929 -2.555
C 5.289 1.649 -2.669
C 4.556 2.028 -1.548
C 3.285 2.817 -1.723
C 1.979 2.005 -1.717
O 1.219 2.160 -2.662
O 1.786 1.269 -0.669
H 4.943 6.320 2.100
H 2.914 6.283 3.541
H 1.554 4.174 3.659
H 3.484 1.294 0.934
H 6.554 0.661 0.819
H 7.864 0.010 -1.198
H 7.014 0.638 -3.446
H 4.909 1.914 -3.651
H 3.302 3.331 -2.680
H 3.190 3.570 -0.935
C -4.438 2.402 -2.406
C -3.112 2.586 -1.747
C -2.361 3.705 -1.465
C -1.194 3.233 -0.828
N -1.228 1.909 -0.743
N -2.398 1.548 -1.298
C -0.106 4.045 -0.214
H -4.845 3.369 -2.697
H -5.150 1.921 -1.730
H -4.344 1.778 -3.298
H -2.616 4.733 -1.677
H -2.634 0.571 -1.343
H -0.313 5.108 -0.350
H 0.866 3.824 -0.652
H -0.068 3.817 0.855
*
```

ΔE to the lowest compared entry with this formula, charge and spin: 272.98 kJ/mol
LUMO energy: 4.091 eV
energy: -127685.8986 eV
strongest force on any atom: 0.582 eV/Å
HOMO-LUMO gap: 4.945 eV
E_HOMO: -0.03138 Ha

Löwdin population analysis, charges in e, atoms 1 to 2: Sc 0.96; C -0.10

Record 2
Here is C40H38CeN3O4PS5Si as an isolated structure from the OMol25 dataset. Energies are from ωB97M-V/def2-TZVPD.

```
! RIJCOSX wB97M-V def2-TZVPD def2/J DEFGRID3
* xyz -1 2
Ce -1.399 -1.344 2.030
S 0.259 0.419 3.297
S -0.899 0.297 5.007
S -1.659 -1.594 4.877
S -3.412 -1.294 3.900
N 2.630 1.329 -1.177
P 2.015 -0.130 -0.536
C 3.309 -0.816 0.550
C 3.242 -0.567 1.888
C 4.290 -0.956 2.730
C 5.329 -1.673 2.239
C 5.350 -2.045 0.887
C 4.368 -1.591 0.042
C 2.150 -1.095 -2.116
C 1.962 -0.490 -3.344
C 2.299 -1.198 -4.480
C 2.690 -2.533 -4.393
C 2.554 -3.171 -3.207
C 2.294 -2.456 -2.060
C 3.157 2.384 -0.496
C 3.869 3.338 -1.252
C 4.630 4.211 -0.513
C 4.576 4.194 0.883
C 3.717 3.282 1.476
N 3.048 2.339 0.803
H 2.688 1.403 -2.203
H 2.416 0.017 2.300
H 4.196 -0.789 3.835
H 6.192 -1.827 2.874
H 6.133 -2.682 0.419
H 4.461 -1.763 -1.021
H 1.507 0.489 -3.449
H 2.266 -0.724 -5.489
H 3.065 -3.022 -5.304
H 2.839 -4.232 -3.163
H 2.191 -2.972 -1.104
H 3.968 3.244 -2.366
H 5.393 4.832 -1.033
H 5.088 4.841 1.538
H 3.609 3.335 2.544
C -5.527 1.841 -1.142
C -4.622 0.753 -0.578
C -4.348 -0.315 -1.727
C -5.312 0.133 0.701
Si -3.016 1.390 0.110
O -2.033 0.194 0.611
C -2.256 2.645 -1.138
C -2.662 3.965 -1.150
C -1.863 4.902 -1.796
C -0.733 4.563 -2.515
C -0.354 3.219 -2.575
C -1.106 2.253 -1.835
C -3.013 2.575 1.697
C -1.836 3.219 1.989
C -1.731 4.069 3.100
C -2.805 4.412 3.877
C -4.056 3.782 3.568
C -4.110 2.869 2.539
H -6.521 1.353 -1.291
H -5.162 2.278 -2.105
H -5.725 2.668 -0.436
H -5.370 -0.714 -2.050
H -3.614 -1.049 -1.312
H -3.922 0.198 -2.600
H -5.960 -0.714 0.365
H -5.923 0.834 1.245
H -4.615 -0.384 1.404
H -3.588 4.237 -0.661
H -2.168 5.957 -1.654
H -0.180 5.324 -3.021
H 0.418 2.824 -3.220
H -0.859 1.199 -1.840
H -0.963 3.154 1.371
H -0.756 4.438 3.355
H -2.769 5.176 4.612
H -4.970 4.141 4.064
H -5.081 2.318 2.402
O 0.660 -2.859 1.983
C 0.038 -3.622 1.141
N -1.251 -3.311 0.788
S -1.841 -4.536 -0.311
O -2.931 -5.169 0.398
O -1.990 -3.862 -1.569
C -0.400 -5.548 -0.179
C -0.213 -6.778 -0.739
C 0.950 -7.444 -0.557
C 1.969 -6.811 0.197
C 1.755 -5.611 0.821
C 0.526 -4.921 0.676
H -1.053 -7.177 -1.353
H 1.065 -8.514 -0.929
H 2.907 -7.319 0.405
H 2.539 -5.217 1.451
*
```

ΔE to the lowest compared entry with this formula, charge and spin: 6.85 kJ/mol
LUMO energy (alpha / beta): 1.562 / 1.563 eV
energy: -139035.4506 eV
strongest force on any atom: 4.422 eV/Å
HOMO-LUMO gap (alpha / beta): 5.783 / 5.780 eV
E_HOMO (alpha / beta): -0.15512 / -0.15497 Ha

Löwdin population analysis, charges in e, atoms 1 to 2: Ce 0.36; S 0.04

Record 3
Here is C40H38Cl4N4O2Ru as an isolated structure from the OMol25 dataset. Energies are from ωB97M-V/def2-TZVPD.

```
! RIJCOSX wB97M-V def2-TZVPD def2/J DEFGRID3
* xyz 1 2
Ru -0.032 -0.201 0.003
C 4.865 2.649 -0.951
C 5.083 1.954 0.235
C 4.090 1.181 0.786
C 2.823 1.082 0.163
C 2.629 1.774 -1.044
C 3.638 2.539 -1.588
N 1.845 0.320 0.740
N 2.226 -0.459 1.731
C 1.692 -1.670 1.775
C 2.146 -2.629 2.708
C 1.503 -3.837 2.809
C 0.438 -4.130 1.960
C -0.005 -3.193 1.022
C 0.588 -1.963 0.906
H 5.643 3.264 -1.376
H 6.042 2.020 0.725
H 4.240 0.649 1.713
H 1.698 1.677 -1.575
H 3.464 3.049 -2.524
H 2.997 -2.377 3.319
H 1.832 -4.563 3.536
H -0.066 -5.080 2.042
H -0.859 -3.434 0.405
Cl -0.119 -1.590 -7.261
C 0.187 -1.276 -5.602
C 1.503 -1.025 -5.192
C 1.765 -0.756 -3.872
Cl 3.369 -0.452 -3.336
C 0.728 -0.731 -2.886
O 1.035 -0.471 -1.682
C -0.608 -1.022 -3.333
C -1.670 -1.120 -2.385
O -1.645 -0.894 -1.163
C -0.848 -1.279 -4.694
H 2.312 -1.045 -5.905
H -2.635 -1.451 -2.795
H -1.850 -1.491 -5.031
C -0.169 -0.372 3.978
C -1.147 -1.411 3.521
C -1.430 -2.511 4.316
C -2.407 -3.421 3.948
C -3.146 -3.208 2.799
C -2.901 -2.119 1.975
C -3.779 -1.911 0.777
C -1.853 -1.241 2.315
N -1.513 -0.159 1.486
C -2.239 0.971 1.539
C -3.344 1.155 2.532
C -1.865 2.023 0.693
C -2.542 3.356 0.783
N -0.881 1.797 -0.179
C -0.231 2.843 -0.820
C -0.421 3.065 -2.198
C -1.472 2.292 -2.932
C 0.316 4.055 -2.827
C 1.201 4.840 -2.104
C 1.343 4.656 -0.738
C 0.646 3.661 -0.074
C 0.809 3.459 1.402
H 0.672 -0.832 4.489
H -0.660 0.300 4.682
H 0.201 0.226 3.144
H -0.894 -2.647 5.242
H -2.612 -4.277 4.573
H -3.940 -3.893 2.538
H -4.824 -1.988 1.074
H -3.597 -2.682 0.029
H -3.604 -0.942 0.319
H -3.614 0.211 2.996
H -4.224 1.572 2.046
H -3.041 1.850 3.315
H -3.599 3.262 0.534
H -2.087 4.064 0.094
H -2.476 3.747 1.798
H -1.671 1.344 -2.434
H -1.197 2.113 -3.969
H -2.404 2.859 -2.928
H 0.175 4.223 -3.885
H 1.770 5.609 -2.603
H 2.031 5.276 -0.183
H 1.833 3.665 1.697
H 0.555 2.440 1.704
H 0.154 4.143 1.941
Cl 2.239 -5.633 -2.470
C 0.736 -5.192 -1.646
Cl 0.155 -3.621 -2.217
H 0.928 -5.099 -0.577
H -0.029 -5.932 -1.875
*
```

LUMO energy (alpha / beta): -4.205 / -4.565 eV
energy: -104817.9031 eV
strongest force on any atom: 4.433 eV/Å
HOMO-LUMO gap (alpha / beta): 6.113 / 5.749 eV
E_HOMO (alpha / beta): -0.37919 / -0.37903 Ha

Löwdin population analysis, charges in e, atoms 1 to 2: Ru 1.39; C -0.05

Record 4
Here is C40H39BrMoN7O3S as an isolated structure from the OMol25 dataset. Energies are from ωB97M-V/def2-TZVPD.

```
! RIJCOSX wB97M-V def2-TZVPD def2/J DEFGRID3
* xyz 3 3
Mo 0.819 0.064 0.496
C -6.517 -1.630 2.667
O -5.148 -1.791 2.280
C -4.744 -3.030 1.913
C -5.551 -4.157 1.842
C -5.001 -5.376 1.471
C -3.649 -5.496 1.188
C -2.834 -4.377 1.274
C -3.384 -3.149 1.606
N -2.587 -1.969 1.732
C -1.788 -1.468 0.782
N -1.636 -2.106 -0.373
C -0.760 -1.770 -1.425
C 0.304 -0.870 -1.323
C 1.053 -0.645 -2.495
C 0.791 -1.320 -3.670
C -0.252 -2.237 -3.745
C -1.030 -2.464 -2.625
O -2.068 -3.320 -2.559
C -2.400 -4.085 -3.724
N -1.138 -0.312 0.972
C -0.773 0.138 2.261
C -1.321 1.269 2.883
C -0.848 1.657 4.118
C 0.187 0.946 4.735
C 0.785 -0.143 4.124
C 0.306 -0.537 2.883
O 0.843 -1.535 2.087
C 1.841 -2.426 2.644
H -6.630 -0.587 2.940
H -6.751 -2.262 3.524
H -7.183 -1.864 1.836
H -6.604 -4.096 2.075
H -5.642 -6.246 1.418
H -3.226 -6.455 0.926
H -1.768 -4.464 1.102
H -2.911 -1.312 2.429
H -2.284 -2.861 -0.580
H 1.883 0.054 -2.483
H 1.403 -1.146 -4.546
H -0.447 -2.762 -4.668
H -2.687 -3.426 -4.544
H -3.245 -4.704 -3.442
H -1.562 -4.716 -4.019
H -2.134 1.785 2.389
H -1.286 2.506 4.625
H 0.532 1.253 5.713
H 1.589 -0.679 4.608
H 2.065 -3.138 1.858
H 1.409 -2.937 3.503
H 2.733 -1.870 2.926
Br 6.375 -3.182 0.974
C 5.185 -1.737 1.103
C 5.315 -0.832 2.159
C 4.443 0.240 2.299
C 3.454 0.405 1.343
C 3.331 -0.496 0.280
C 4.190 -1.575 0.145
N 2.390 1.321 1.289
C 2.340 2.609 1.410
C 1.256 3.288 0.802
C 1.014 4.654 0.897
C -0.027 5.408 0.372
C -1.199 5.000 -0.278
C -1.657 3.736 -0.642
N -1.100 2.518 -0.655
H 6.106 -0.976 2.883
H 4.537 0.916 3.140
H 2.700 -0.209 -0.587
H 4.103 -2.260 -0.688
H 3.136 3.178 1.889
H 1.737 5.199 1.497
H 0.041 6.471 0.565
H -1.916 5.788 -0.474
H -2.683 3.697 -0.998
C 0.486 4.744 -4.895
C 1.280 3.959 -3.915
C 2.616 3.650 -4.036
C 3.255 2.912 -3.035
N 2.564 2.496 -1.950
C 1.312 2.813 -1.865
S 0.442 2.212 -0.347
N 0.653 3.515 -2.793
C 4.696 2.567 -3.112
H 1.033 4.862 -5.826
H 0.281 5.739 -4.491
H -0.468 4.259 -5.104
H 3.162 3.975 -4.910
H -0.339 3.699 -2.661
H 4.977 2.284 -4.126
H 4.939 1.770 -2.415
H 5.288 3.449 -2.851
*
```

LUMO energy (alpha / beta): -8.591 / -9.649 eV
energy: -141392.0840 eV
strongest force on any atom: 0.633 eV/Å
HOMO-LUMO gap (alpha / beta): 5.926 / 4.857 eV
E_HOMO (alpha / beta): -0.53348 / -0.53310 Ha

Löwdin population analysis, charges in e, atoms 1 to 2: Mo 1.37; C -0.04

Record 5
Here is C40H40BrFIrN8O3 as an isolated structure from the OMol25 dataset. Energies are from ωB97M-V/def2-TZVPD.

```
! RIJCOSX wB97M-V def2-TZVPD def2/J DEFGRID3
* xyz 4 2
Ir 0.263 -0.091 2.564
C -1.240 -0.279 5.431
N 0.179 -0.267 5.032
C 0.809 0.946 5.578
C 0.390 2.148 4.794
C 0.007 3.345 5.369
C -0.272 4.431 4.548
C -0.135 4.293 3.176
C 0.236 3.058 2.672
N 0.476 2.013 3.468
C 0.897 -1.481 5.435
C 0.769 -2.597 4.448
C 0.880 -3.923 4.837
C 0.878 -4.915 3.869
C 0.749 -4.558 2.532
C 0.631 -3.219 2.221
N 0.658 -2.266 3.162
C -2.162 -0.911 4.443
C -3.480 -1.191 4.775
C -4.338 -1.648 3.789
C -3.840 -1.881 2.513
C -2.508 -1.624 2.274
N -1.705 -1.120 3.216
H -1.359 -0.761 6.407
H -1.568 0.757 5.544
H 0.576 1.070 6.639
H 1.894 0.853 5.483
H -0.068 3.434 6.444
H -0.596 5.369 4.979
H -0.318 5.117 2.503
H 0.346 2.898 1.609
H 1.965 -1.256 5.499
H 0.582 -1.821 6.425
H 0.986 -4.170 5.884
H 0.985 -5.953 4.152
H 0.752 -5.302 1.748
H 0.525 -2.884 1.196
H -3.833 -1.027 5.784
H -5.383 -1.815 4.010
H -4.469 -2.250 1.717
H -2.061 -1.816 1.307
F 2.506 -1.203 -4.065
C 1.344 -0.580 -3.801
C 0.987 -0.481 -2.490
C -0.213 0.132 -2.102
C -0.559 0.235 -0.691
O 0.225 -0.227 0.204
C -1.809 0.858 -0.472
C -2.587 1.328 -1.495
N -2.233 1.264 -2.780
C -3.033 1.933 -3.790
C -3.878 1.126 -4.741
C -4.524 1.971 -3.688
C -1.043 0.641 -3.120
C -0.660 0.518 -4.460
C 0.534 -0.083 -4.862
N 0.902 -0.158 -6.188
C -0.037 -0.056 -7.291
C 0.430 0.979 -8.318
N 1.900 0.818 -8.609
C 2.412 -0.498 -8.127
C 2.239 -0.598 -6.614
C -2.344 0.983 0.952
O -3.551 0.938 1.078
O -1.440 1.125 1.849
H 1.646 -0.893 -1.740
H -3.532 1.796 -1.258
H -2.530 2.811 -4.178
H -3.912 0.053 -4.608
H -3.926 1.449 -5.771
H -5.015 1.458 -2.873
H -5.021 2.882 -3.989
H -1.339 0.912 -5.198
H -1.027 0.227 -6.951
H -0.142 -1.037 -7.765
H 0.258 1.991 -7.955
H -0.142 0.844 -9.235
H 2.427 1.561 -8.146
H 2.077 0.919 -9.612
H 3.471 -0.590 -8.365
H 1.885 -1.291 -8.653
H 2.994 0.019 -6.119
H 2.432 -1.637 -6.340
Br 7.243 -0.117 2.245
C 5.360 -0.104 2.235
C 4.641 -1.275 2.007
C 3.264 -1.228 2.064
N 2.578 -0.111 2.336
C 3.274 1.021 2.516
C 4.651 1.070 2.472
H 5.148 -2.205 1.798
H 2.696 -2.128 1.888
H 2.714 1.925 2.707
H 5.163 2.008 2.628
*
```

ΔE to the lowest compared entry with this formula, charge and spin: 412.62 kJ/mol
LUMO energy (alpha / beta): -12.104 / -11.841 eV
energy: -135753.8720 eV
strongest force on any atom: 3.663 eV/Å
HOMO-LUMO gap (alpha / beta): 4.843 / 5.094 eV
E_HOMO (alpha / beta): -0.62280 / -0.62235 Ha

Löwdin population analysis, charges in e, atoms 1 to 2: Ir 1.65; C -0.07

Computed molar mass (u) in order:
866.6 984.3 849.7 873.7 971.9